# 1
{
  "formula": "C3H3F2N",
  "method": "ωB97M-V with the def2-TZVPD basis set",
  "e_above_lowest_ev": 2.567,
  "e_tot_ev": -10077.14305,
  "s2": 2.013,
  "homo_lumo_gap_ev": [8.8, 6.7],
  "spin_multiplicity": 3,
  "species": ["C", "C", "C", "N", "F", "F", "H", "H", "H"],
  "coordinates": [[-0.2187, 1.0699, -0.4774], [0.9838, -0.4251, 0.1904], [-0.5116, -0.1068, 0.2995], [1.0609, 0.9123, -0.4279], [-1.8436, -1.2401, -0.8260], [-1.1706, -0.1734, 1.4238], [-0.9822, 1.8045, -0.8758], [1.5561, -0.6670, 1.2371], [1.1259, -1.1743, -0.5439]],
  "forces_ev_per_angstrom": [[-4.58, 0.81, 0.12], [0.33, -1.32, 3.27], [2.31, 1.34, -0.24], [1.58, -0.03, -0.27], [0.12, 0.07, -0.17], [-0.86, -0.33, 0.42], [1.66, -0.65, 0.19], [-1.16, 0.96, -2.77], [0.59, -0.86, -0.54]],
  "lowdin_charge": [-0.0847, -0.0937, -0.3343, 0.1318, -0.1427, 0.1060, 0.1495, 0.1742, 0.0939]
}

=====

# 2
{
  "formula": "C3H3F2NO",
  "method": "ωB97M-V with the def2-TZVPD basis set",
  "e_above_lowest_ev": 2.044,
  "e_tot_ev": -12125.41074,
  "s2": 2.007,
  "homo_lumo_gap_ev": [6.5, 8.8],
  "spin_multiplicity": 3,
  "species": ["C", "C", "C", "N", "O", "F", "F", "H", "H", "H"],
  "coordinates": [[-0.7497, -0.9389, 0.0676], [-0.9098, 0.5663, 0.0766], [1.3038, 0.1488, -0.2256], [0.3393, -1.5261, -0.1424], [0.4246, 1.0961, -0.0851], [2.1993, 0.0143, 0.7262], [1.9986, 0.1323, -1.3242], [-1.5946, -1.3417, 0.4720], [-1.6679, 1.0734, -0.6275], [-1.3437, 0.7755, 1.0624]],
  "forces_ev_per_angstrom": [[-0.79, 1.35, -0.82], [-1.21, 0.01, -1.20], [2.95, 1.06, 0.99], [-0.49, -1.35, -1.41], [-0.74, 0.90, 0.06], [0.38, 0.40, 1.55], [-0.35, 0.02, -1.65], [-1.92, -1.81, 1.97], [1.64, -0.83, 0.41], [0.53, 0.24, 0.11]],
  "lowdin_charge": [-0.2332, -0.1195, -0.6334, 0.2200, 0.0694, 0.1564, 0.1894, 0.0780, 0.1506, 0.1224]
}

=====

# 3
{
  "formula": "C3H3F2NO2",
  "method": "ωB97M-V with the def2-TZVPD basis set",
  "e_above_lowest_ev": 3.787,
  "e_tot_ev": -14175.75040,
  "homo_lumo_gap_ev": 10.8,
  "spin_multiplicity": 1,
  "species": ["C", "C", "C", "H", "H", "H", "N", "O", "O", "F", "F"],
  "coordinates": [[0.1584, 0.4511, 0.9876], [-0.9905, -0.4490, 0.4324], [-0.5065, -0.3101, -0.9929], [2.2885, 0.0424, -1.5663], [0.8880, 0.0099, 1.8366], [-0.1268, 1.5083, 1.2538], [0.5216, 0.2657, -0.3784], [1.7646, 0.7934, -1.0259], [-0.9369, -0.4740, -2.0714], [-0.9171, -1.9137, 0.6695], [-2.1434, 0.0761, 0.8550]],
  "forces_ev_per_angstrom": [[1.37, -1.40, 1.63], [-1.55, -2.34, 2.60], [-0.99, 1.35, 1.92], [-2.30, 1.89, 2.05], [-1.66, 0.75, -2.22], [0.02, -1.20, -0.34], [6.58, 1.58, -3.32], [-0.32, -2.09, -0.37], [-0.10, -0.72, -1.90], [-0.33, 3.21, 0.40], [-0.73, -1.04, -0.45]],
  "lowdin_charge": [0.0058, -0.3383, -0.4118, 0.1752, 0.1759, 0.1416, -0.0594, -0.0159, 0.1775, 0.0191, 0.1302]
}

=====

# 4
{
  "formula": "C3H3F2NS",
  "method": "ωB97M-V with the def2-TZVPD basis set",
  "e_above_lowest_ev": 2.295,
  "e_tot_ev": -20916.74202,
  "homo_lumo_gap_ev": 9.1,
  "spin_multiplicity": 1,
  "species": ["C", "C", "C", "N", "F", "F", "S", "H", "H", "H"],
  "coordinates": [[0.8898, 3.8585, 0.0413], [0.1442, -0.0182, 0.1140], [0.4193, 2.5207, -0.1943], [1.0268, 4.9928, 0.1182], [2.2079, 1.8358, -0.7063], [-0.1649, 2.3331, -1.3899], [0.0428, 1.4550, 1.0911], [1.0851, -0.0041, -0.2639], [-0.5267, 0.0211, -0.7609], [-0.2231, -0.9204, 0.5495]],
  "forces_ev_per_angstrom": [[-0.87, -0.20, -0.30], [-3.30, -0.08, -1.15], [2.69, -1.78, -1.84], [0.33, 0.25, 0.22], [-2.58, 1.12, 0.69], [0.59, 0.45, 1.40], [-0.35, 0.67, 0.34], [3.00, -0.58, -0.83], [0.14, 0.52, 0.28], [0.34, -0.38, 1.19]],
  "lowdin_charge": [-0.1778, -0.3464, -0.5886, 0.2244, -0.3320, 0.0754, 1.0320, -0.0064, 0.0675, 0.0519]
}